ORCA calculation (the ωB97M-V functional and the def2-TZVPD basis) on a structure of composition C26H28N6O2SSeSr at a distorted geometry.

E_HOMO in eV: -7.35
Relative energy (zero: lowest compared OMol25 entry of this formula, charge and spin) in kJ/mol: 0.0
HOMO-LUMO gap in eV: 6.64

```
! wB97M-V def2-TZVPD RIJCOSX def2/J DEFGRID3
* xyz 0 1
Sr 1.564 -0.044 -0.104
C -2.152 -6.252 -2.542
C -1.671 -4.902 -2.078
C -2.388 -3.739 -2.361
C -1.941 -2.489 -1.973
C -2.815 -1.290 -2.135
N -2.564 -0.361 -3.144
C -1.291 0.274 -3.491
C -1.198 1.771 -3.139
C -0.730 2.078 -1.721
N -0.879 3.514 -1.435
C -0.726 4.199 -0.318
C -0.151 3.901 0.928
C -0.569 4.710 2.023
C -0.159 4.475 3.300
C -0.636 5.289 4.471
C 0.728 3.386 3.502
C 1.221 2.588 2.504
C 2.095 1.480 2.926
N 2.515 0.511 2.221
C 3.304 -0.536 2.862
C 2.648 -1.931 2.808
C 2.754 -2.778 1.518
N 1.669 -2.532 0.573
C 1.080 -3.535 0.052
C -0.033 -3.533 -0.889
C -0.526 -4.770 -1.312
C -0.703 -2.346 -1.306
O -0.311 -1.168 -1.007
C 0.860 2.888 1.123
O 1.422 2.381 0.132
H -3.114 -6.171 -3.047
H -2.273 -6.944 -1.707
H -1.451 -6.707 -3.245
H -3.335 -3.823 -2.888
H -3.847 -1.623 -2.239
H -3.352 0.248 -3.306
H -1.187 0.199 -4.575
H -0.466 -0.282 -3.052
H -2.173 2.237 -3.332
H -0.484 2.230 -3.829
H 0.320 1.819 -1.632
H -1.306 1.531 -0.977
H -1.334 4.028 -2.174
H -1.185 5.182 -0.381
H -1.264 5.522 1.828
H -1.078 6.228 4.139
H 0.186 5.526 5.148
H -1.391 4.751 5.049
H 1.043 3.172 4.520
H 2.372 1.521 3.988
H 3.488 -0.277 3.912
H 4.278 -0.579 2.365
H 1.595 -1.844 3.088
H 3.131 -2.511 3.598
H 2.772 -3.834 1.813
H 3.704 -2.569 1.013
H 1.404 -4.543 0.348
H 0.010 -5.665 -1.006
S 2.682 -0.464 -2.845
C 3.454 0.970 -2.418
N 3.949 1.957 -2.058
Se -3.190 -0.400 -0.190
C -1.576 -0.259 0.671
N -0.798 0.137 1.432
*
```

These are the Mulliken partial charges, in e, on atoms 1 to 5:
1 Sr 1.24
2 C -1.62
3 C 0.38
4 C -0.90
5 C 0.29